No. 1
The following is a quantum chemistry calculation of a molecular structure, C26H99N2O22PSi2, from OMol25.

Calculated values
Highest occupied orbital energy in hartree: -0.2908
DFT total energy in eV: -101628.1968
E_LUMO in eV: 0.26
2S+1: 1
Frontier orbital gap in eV: 8.17

Structure (XYZ):
```
152
Properties=species:S:1:pos:R:3:mulliken_charge:R:1
P -3.477 -0.182 -2.297 0.83
Si -4.649 -3.741 -2.719 0.49
Si -4.552 -1.553 -0.864 0.30
O -4.278 -3.185 -1.185 0.05
O -1.157 -6.210 -2.894 -0.39
O 2.542 -3.592 -1.275 -0.30
O 6.117 3.811 -0.510 -0.37
O 0.466 -1.208 0.528 -0.73
O 5.700 0.770 -1.336 -0.54
O -3.849 3.324 -1.601 -0.52
O -6.559 -7.309 -1.386 -0.46
O 5.244 7.984 1.746 -0.51
O -0.316 6.685 -6.757 -0.48
O -0.390 -0.855 4.663 -0.40
O 5.947 -1.699 1.811 -0.46
O 1.188 9.267 -3.668 -0.54
O 2.797 0.340 0.002 0.02
O -0.239 1.152 7.422 -0.45
O -3.326 -2.074 7.134 -0.51
O 3.823 -0.911 5.669 -0.45
O 3.093 3.786 3.507 -0.48
O -8.356 -4.107 -0.680 -0.48
O -5.579 -2.088 3.621 -0.48
O 2.065 3.838 -5.466 -0.51
O -1.209 1.091 -3.976 -0.30
N -1.673 -1.704 -0.078 1.27
N -4.484 0.733 -3.124 -1.00
C 1.476 8.216 -4.590 -0.32
C 2.731 4.214 -4.261 -0.57
C 3.354 -4.757 -1.379 -0.71
C 0.486 -0.469 3.601 0.05
C 0.007 -6.264 -3.714 -0.57
C 7.350 4.181 0.093 -0.66
C -3.929 -1.271 0.893 -0.76
C -8.977 -4.987 -1.617 -0.42
C -5.881 -3.452 3.341 -0.53
C 6.607 -1.467 3.053 -0.43
C 5.684 -0.645 -1.519 -0.34
C -0.406 -1.071 -0.267 -0.19
C -0.614 5.368 -7.217 -0.55
C -5.786 -8.494 -1.226 -0.60
C 4.645 7.345 0.620 -0.21
C 3.412 4.752 2.503 -0.68
C -0.209 1.249 -4.985 -0.56
C -0.129 -0.269 -1.483 -1.68
C -2.081 -1.547 7.611 -0.33
C -1.496 -3.107 0.273 -0.52
C -0.576 2.441 6.917 -0.57
C 4.531 -2.014 6.230 -0.68
C -2.437 -0.965 0.934 -1.09
C -4.056 3.297 -0.192 -0.54
C -0.742 -3.873 -0.797 -1.02
C 3.144 1.175 1.103 -0.62
H 7.070 -2.398 3.368 0.23
H 4.673 -2.794 5.478 0.29
H -2.577 0.565 -1.506 0.00
H 1.854 9.950 -3.786 0.29
H -4.224 1.686 -2.895 0.22
H 5.634 -1.153 -0.557 0.04
H 4.623 8.021 -0.239 0.34
H -5.131 -2.053 4.473 0.28
H 8.191 3.922 -0.555 0.32
H -6.268 -9.179 -0.524 0.28
H 5.503 -1.659 6.563 0.23
H 2.964 -1.232 5.377 0.28
H 1.673 4.635 -5.838 0.25
H 2.621 4.747 1.758 0.30
H 5.883 -1.150 3.808 0.10
H 5.539 -0.868 1.543 0.19
H 4.359 4.493 2.021 0.20
H 3.448 0.566 1.960 0.29
H 3.991 -2.426 7.087 0.31
H -9.013 -4.522 -2.606 0.26
H -0.897 4.729 -6.376 0.21
H -4.496 4.236 0.153 0.33
H -4.965 -4.049 3.286 0.25
H 4.828 -0.935 -2.132 0.24
H -2.442 -3.586 0.432 0.61
H 0.059 0.765 -1.245 0.40
H -3.190 -3.015 6.983 0.28
H -6.618 -6.887 -0.521 0.27
H -2.314 0.099 0.780 0.74
H -3.961 -5.037 -2.878 -0.17
H 7.474 3.689 1.062 0.28
H -6.387 -3.491 2.379 0.15
H -1.906 1.732 -4.151 0.22
H -0.919 -0.290 -2.208 0.10
H -4.514 -0.545 1.433 0.68
H 2.294 1.801 1.383 0.27
H -0.965 -3.166 1.223 0.30
H -1.619 -7.050 -2.984 0.24
H 0.735 -0.700 -1.958 0.45
H -0.112 -4.605 -0.328 0.38
H 0.409 0.766 6.823 0.28
H -6.105 -3.936 -2.862 -0.22
H 6.602 -0.933 -2.024 0.30
H -1.153 -0.267 4.677 0.26
H -1.800 -2.046 8.542 0.33
H -4.105 -2.864 -3.774 -0.13
H 2.426 -3.402 -0.338 0.19
H 3.974 1.817 0.809 0.22
H 0.282 4.967 -7.685 0.24
H 3.489 -4.976 -2.435 0.27
H 3.178 3.321 -3.832 0.23
H 2.870 -5.612 -0.897 0.28
H 7.381 -0.703 2.939 0.29
H 0.303 3.088 6.882 0.28
H 3.518 4.943 -4.466 0.30
H -0.113 -3.254 -1.421 0.26
H 0.528 -5.315 -3.611 0.17
H -0.264 -6.410 -4.763 0.30
H -6.541 -3.869 4.106 0.32
H 2.059 -0.217 0.289 0.07
H -0.636 1.063 -5.974 0.30
H -5.992 -1.227 -0.931 -0.24
H 2.022 4.638 -3.544 0.26
H 3.804 3.802 4.156 0.27
H -4.781 -8.256 -0.867 0.23
H 0.216 2.253 -4.951 0.16
H -3.088 3.163 0.285 0.19
H 0.580 0.525 -4.798 0.26
H 4.881 1.002 -0.884 0.25
H 5.193 6.436 0.361 -0.09
H 3.626 7.081 0.886 0.20
H -0.022 -0.522 2.646 -0.38
H -2.039 -1.191 1.923 0.29
H -2.202 -0.486 7.798 0.16
H 0.670 -7.072 -3.394 0.27
H 3.487 5.750 2.940 0.40
H 6.138 2.855 -0.639 0.28
H -1.112 7.035 -6.343 0.29
H -1.300 -1.691 6.863 0.07
H -5.711 -8.977 -2.197 0.23
H -8.426 -5.926 -1.672 0.15
H -7.463 -3.946 -1.000 0.23
H 2.464 7.791 -4.390 0.21
H -4.711 3.445 -2.014 0.30
H 1.319 -1.168 3.594 0.10
H -4.057 -2.224 1.382 0.15
H 4.333 -4.590 -0.923 0.25
H 7.341 5.258 0.243 0.19
H 0.726 7.441 -4.463 0.11
H -1.421 5.384 -7.952 0.31
H -2.663 -1.025 -3.085 0.02
H -1.311 2.879 7.587 0.26
H -1.432 -4.385 -1.443 0.05
H 1.434 8.583 -5.616 0.26
H -4.711 2.466 0.085 0.21
H -1.009 2.366 5.915 0.22
H 0.871 0.544 3.760 0.35
H -9.992 -5.185 -1.279 0.27
H 6.146 8.216 1.505 0.29
```

No. 2
The following is a quantum chemistry calculation of 27 unconnected molecules or ions with the total composition C27H108N54O27, from OMol25.

Calculated values
Highest occupied orbital energy in hartree: -0.3190
DFT total energy in eV: -165522.3688
E_LUMO in eV: -0.65
2S+1: 1
Frontier orbital gap in eV: 8.04

Structure (XYZ):
```
216
Properties=species:S:1:pos:R:3:mulliken_charge:R:1
O 1.385 -3.846 2.900 -0.45
O 3.988 -5.648 -2.042 -0.64
O 3.416 3.526 3.993 -0.90
O -4.622 -4.653 2.395 -0.74
O -0.609 8.189 4.069 -0.77
O -1.867 8.201 -1.002 -0.65
O -1.661 -1.179 0.712 2.12
O 4.104 -0.679 -5.115 -0.64
O -0.466 -6.582 1.440 -0.98
O 2.085 2.934 -3.241 -0.58
O -4.911 -7.638 -0.475 -0.74
O -3.119 1.437 2.703 -1.02
O -4.188 3.545 -1.880 -0.79
O 4.247 -0.070 2.619 -0.88
O -0.048 3.304 4.028 -0.49
O -4.697 -3.359 -2.106 -0.91
O 2.859 7.836 -2.184 -0.81
O -6.024 0.061 1.258 -0.84
O 2.637 1.114 -0.377 0.39
O -0.968 4.486 -2.103 0.26
O -1.962 -3.210 5.073 -0.89
O -1.398 1.165 -4.169 -0.87
O -0.762 -5.029 -3.380 -0.61
O 6.306 2.739 0.240 -0.73
O 0.587 4.838 1.022 1.11
O 0.982 -2.232 -2.022 1.13
O 6.172 -2.761 0.935 -0.75
N -0.732 1.350 4.705 -0.10
N 1.461 2.807 1.450 2.48
N 2.417 -0.756 3.575 0.19
N 1.760 -6.055 2.871 -0.28
N 2.275 -1.772 -5.876 -0.35
N -1.116 -6.194 -0.665 0.41
N 5.208 4.413 1.228 -0.24
N 3.881 5.318 5.321 -0.50
N -2.067 -3.158 2.904 0.27
N -0.989 -1.577 3.881 0.77
N 1.147 3.482 -0.563 1.67
N -2.571 2.381 -0.866 2.02
N 1.395 6.716 -0.956 0.12
N -0.750 0.901 1.199 1.80
N -0.611 6.016 3.619 0.17
N 3.598 -0.880 -7.256 -0.41
N -4.663 -4.273 4.636 -0.39
N 4.453 -0.207 -0.532 -0.42
N -5.026 -6.135 -2.169 -0.35
N -5.156 -5.444 -0.145 -0.29
N -2.357 6.304 -0.041 0.19
N -5.814 -2.173 1.547 0.11
N -1.912 4.119 -4.013 -0.19
N -2.789 3.575 2.849 0.08
N 2.988 -1.758 1.736 1.88
N -1.769 -6.871 -4.113 -0.40
N 4.858 2.394 1.914 -0.02
N 2.634 5.633 3.641 -0.19
N -4.788 2.844 2.444 -0.28
N -6.500 -4.639 3.591 -0.41
N 0.403 -0.555 0.148 1.71
N -3.020 8.140 0.847 -0.39
N 3.638 0.606 -2.319 0.07
N 3.235 -4.647 3.589 -0.50
N 0.870 3.025 -5.082 -0.24
N 1.885 -6.391 -1.841 -0.08
N -4.248 -0.859 1.993 0.50
N -4.539 1.604 -0.916 0.37
N 3.094 -7.324 -3.345 -0.46
N -3.149 -3.114 -0.501 2.42
N 1.718 -3.700 -3.487 0.26
N 2.577 4.337 -4.886 -0.40
N 3.110 -2.265 -2.638 0.94
N -3.838 -1.379 -1.585 0.49
N -2.884 -5.065 -4.153 -0.29
N -1.202 -0.773 -3.091 0.40
N 1.236 1.885 5.108 -0.17
N 0.151 0.840 -2.587 1.96
N 0.143 7.285 2.108 -0.02
N 5.465 -3.483 -1.093 -0.31
N 3.518 6.587 -0.458 -0.20
N -0.672 -4.532 0.648 2.32
N -1.044 6.116 -3.616 -0.34
N 4.595 -4.289 0.608 -0.18
C 0.168 2.255 4.607 0.23
C 1.848 3.441 -4.334 0.35
C 2.618 7.116 -1.198 0.50
C 3.345 4.707 4.255 0.72
C -2.429 7.582 -0.168 0.65
C -1.268 4.875 -3.173 0.05
C 3.383 -1.107 -6.007 0.56
C 3.334 -0.904 2.699 -0.21
C -3.785 2.555 -1.290 0.04
C -3.544 2.555 2.662 0.71
C 3.534 0.601 -1.012 -0.59
C -0.706 -5.810 0.500 -0.14
C 5.516 3.129 1.065 0.73
C 5.454 -3.476 0.218 0.46
C -0.325 7.256 3.326 0.29
C 1.895 -2.727 -2.681 -2.27
C 2.029 -4.833 3.156 0.30
C 3.065 -6.394 -2.390 0.53
C 1.086 3.798 0.703 -0.43
C -4.945 -6.492 -0.903 0.45
C -5.205 -4.521 3.460 0.83
C -5.396 -0.946 1.547 0.59
C -1.666 -2.648 4.051 0.68
C -3.912 -2.667 -1.480 -0.38
C -1.770 -5.601 -3.747 0.69
C -0.862 0.491 -3.321 0.03
C -0.765 -0.336 0.636 -0.14
H -3.005 -0.867 -1.330 -0.90
H 1.736 -5.569 -1.273 -0.15
H 0.700 3.539 -5.935 0.18
H 0.965 0.272 0.006 -1.28
H -2.253 4.401 -4.921 0.20
H 4.377 -0.359 -7.632 0.26
H 5.317 -0.380 -1.026 0.26
H -1.687 -2.805 2.038 -1.04
H 4.362 -0.210 0.474 -0.51
H 2.382 -2.530 1.973 -0.59
H 3.674 -2.598 -3.407 0.39
H -1.642 1.553 4.317 -0.13
H -3.771 -1.730 2.177 -0.06
H -2.707 5.933 0.831 -0.08
H -3.328 -4.059 -0.192 -0.25
H 3.878 6.313 5.494 0.13
H -5.047 -4.571 -0.642 0.32
H -5.518 2.156 2.322 0.24
H 1.383 2.924 2.450 -1.47
H 4.436 4.729 5.924 0.27
H 5.620 5.029 0.542 0.19
H -2.655 -7.325 -4.286 0.12
H 3.977 -4.690 -0.084 0.09
H -5.008 3.827 2.373 0.13
H 0.852 -6.233 2.466 0.30
H 4.426 4.731 1.783 -0.11
H 2.014 2.044 1.086 -0.26
H -5.340 -4.066 5.356 0.15
H -1.974 3.150 -3.738 -0.13
H -1.386 6.304 -4.548 0.18
H 3.851 -5.432 3.749 0.16
H 1.154 1.007 5.601 0.14
H 2.443 -6.760 3.106 0.16
H -1.563 1.352 1.593 -0.48
H -1.230 -0.990 3.096 -0.59
H -2.770 9.118 0.854 0.26
H -2.683 -3.957 2.865 -0.06
H 2.713 6.634 3.756 0.30
H -0.614 -1.462 -2.645 -0.44
H -0.499 -4.013 -0.201 -0.82
H -0.491 -1.137 4.642 0.11
H -3.629 -5.728 -4.315 0.07
H -1.977 -1.052 -3.675 0.26
H 0.091 8.070 1.475 0.32
H 2.496 -0.096 4.336 0.16
H 4.340 0.052 -2.789 0.45
H 3.473 -1.524 -2.055 -0.55
H 1.629 -2.199 -6.524 0.25
H 1.520 -1.218 3.602 -0.02
H 3.437 -3.743 3.992 0.17
H -0.942 -7.448 -4.063 0.20
H -3.027 4.555 2.903 0.26
H -0.297 6.639 -3.181 0.14
H 5.008 1.395 1.885 0.04
H 2.037 2.498 5.068 0.15
H -6.735 -2.382 1.189 0.29
H 4.957 -4.256 -1.498 0.48
H -1.304 -5.426 -1.294 -0.59
H 1.080 -6.761 -2.326 0.21
H 4.410 2.804 2.720 0.25
H 0.093 6.352 1.724 0.30
H -3.706 -3.964 4.727 0.09
H 0.244 2.368 -4.638 -0.22
H -3.390 7.548 1.578 0.15
H 2.911 1.002 -2.897 -0.34
H 4.405 -4.322 1.599 0.13
H 2.200 -1.969 -4.889 0.22
H 3.298 4.832 -4.380 0.29
H -1.876 3.074 -1.106 -0.83
H -4.978 -5.519 0.846 0.22
H -0.547 0.669 5.428 0.24
H -1.849 5.754 -0.718 -0.38
H -5.519 1.601 -1.161 0.24
H 1.170 5.924 -0.371 -0.57
H 2.739 -0.966 -7.780 0.16
H 0.554 -1.412 -0.366 -0.70
H 3.577 -1.894 0.927 -0.50
H -4.867 -5.150 -2.322 0.47
H -2.547 -2.457 -0.026 -0.92
H 3.950 -7.391 -3.876 0.25
H 4.511 6.638 -0.638 0.19
H 6.138 -2.863 -1.520 0.20
H 1.631 2.620 -0.769 -0.99
H -6.961 -4.247 4.399 0.15
H 0.105 1.401 1.000 -1.40
H -1.262 -7.180 -0.830 0.33
H -1.801 3.377 2.919 -0.58
H -5.247 -2.979 1.765 -0.42
H -5.006 -6.792 -2.936 0.22
H -1.130 5.701 4.426 0.20
H 1.941 5.345 2.964 -0.33
H 0.806 -4.133 -3.516 0.44
H 0.844 4.122 -1.284 -0.13
H 2.312 -7.960 -3.409 0.16
H -7.104 -4.963 2.849 0.24
H 2.049 4.806 -5.608 0.17
H -2.412 1.510 -0.380 -0.36
H -0.358 -4.278 1.573 -0.82
H -3.842 0.054 2.136 -0.03
H 0.680 7.118 -1.546 -0.15
H 3.164 5.956 0.247 0.23
H 0.710 1.664 -2.757 -0.73
H 0.599 0.022 -2.199 -0.73
H -4.524 -0.947 -2.188 0.32
H -3.027 -4.069 -4.237 0.16
H 2.498 -4.248 -3.821 0.18
H -0.231 5.209 3.146 -0.36
H -4.275 0.786 -0.385 -0.82
```